No. 1
A molecular structure, C42H60GeI2N4SeTi at a distorted geometry, computed with the ωB97M-V functional and the def2-TZVPD basis.

Values from the calculation:
E_HOMO (alpha / beta) = -4.93 / -4.86 eV
largest force on an atom = 1.83 eV Å⁻¹
net charge = 0
DFT total energy = -7778.69009 hartree

Atoms and positions in Å:
C  6.59  -0.15  0.59
H  -1.10  4.16  -2.06
H  -0.96  -3.76  2.24
C  -0.98  -2.81  1.71
H  -7.55  1.34  -2.91
H  4.09  4.19  -0.17
C  3.53  -0.38  0.13
C  -3.30  -1.63  -0.64
H  -5.85  -2.79  -1.12
H  -0.89  6.11  -0.33
C  -5.40  1.36  -3.20
C  -3.94  -0.64  -1.36
C  1.08  5.37  -0.88
H  0.17  -3.71  4.21
H  6.45  -1.64  -2.59
N  0.07  -0.61  1.54
H  -4.30  -3.13  -3.11
H  2.06  -5.26  3.75
H  0.87  5.29  -1.95
H  2.44  2.00  -1.49
C  -3.08  -4.97  0.99
H  2.79  3.77  2.57
C  -1.95  -2.63  0.75
C  -6.65  1.56  -2.34
H  2.12  5.69  -0.78
H  6.11  -3.55  -0.24
H  0.20  -4.37  -3.26
C  2.77  -0.55  4.14
C  2.35  0.22  5.40
H  3.20  0.42  6.04
H  -5.41  -4.38  -0.54
N  0.12  1.89  0.12
C  1.53  1.30  2.02
C  1.07  0.02  2.25
H  3.20  -0.93  1.01
C  -4.03  5.08  -2.45
H  0.27  7.38  -0.74
H  1.45  -4.60  2.22
C  1.62  -0.87  3.24
H  1.89  -3.55  -3.39
C  1.03  -3.85  -2.81
C  -4.12  1.60  -2.46
H  -4.86  -4.66  2.21
C  5.23  -3.02  0.13
C  -2.17  2.39  -1.69
H  7.58  -0.59  0.48
H  3.25  -1.49  4.44
H  -6.71  2.59  -1.98
C  -3.84  -2.96  -0.42
H  4.73  -1.35  -2.91
C  4.12  3.89  0.88
H  2.94  -3.96  2.92
H  -3.87  -6.03  2.73
C  -1.09  3.23  -1.51
H  1.61  -0.35  5.97
H  -5.59  -4.34  -3.05
C  -4.71  -3.96  -2.54
C  0.16  6.42  -0.25
H  -3.38  5.25  -1.59
H  0.39  6.55  0.81
H  3.65  0.67  0.43
C  -3.29  2.67  -2.55
C  -5.04  -3.53  -1.10
H  1.65  -3.05  4.86
H  6.63  0.88  0.25
H  1.88  1.19  -2.98
Se  2.05  -0.48  -1.15
H  -2.54  4.24  -3.77
H  -6.63  0.91  -1.46
H  6.33  -0.16  1.65
H  -3.60  -5.61  0.27
I  1.24  -4.00  -0.79
C  0.93  4.02  -0.24
I  -0.58  -0.70  -3.05
C  -2.99  -3.58  0.44
C  1.11  2.17  1.02
C  5.59  -1.01  -2.34
H  2.31  1.66  2.68
H  -4.18  3.76  -4.14
H  -3.35  -4.37  3.07
C  -0.04  -1.86  2.09
C  -3.48  3.94  -3.32
C  1.63  3.50  0.80
Ti  -0.75  0.05  -0.28
H  3.52  0.02  3.60
H  4.34  -3.52  -0.26
H  -5.40  0.34  -3.61
H  4.39  2.84  0.92
N  -2.12  -1.48  0.03
H  -2.08  -5.38  1.12
C  1.13  -3.29  3.93
C  1.94  -4.34  3.16
H  -5.02  4.83  -2.06
H  -4.11  6.01  -3.02
H  2.58  5.21  1.61
H  4.90  4.47  1.37
C  2.76  4.14  1.55
H  -3.95  -4.75  -2.52
N  -2.32  1.16  -1.08
C  -0.04  3.02  -0.62
H  3.58  1.01  -2.45
C  -3.49  0.65  -1.57
Ge  5.24  -1.15  -0.42
H  -5.45  2.03  -4.06
H  5.22  -3.09  1.22
C  -3.83  -5.02  2.33
C  2.54  1.12  -2.13
H  1.89  1.17  5.13
H  -4.89  -0.90  -1.82
H  5.82  0.02  -2.63
C  0.93  -2.04  3.14



No. 2
A molecular structure, C42H60GeI2N4SeTi at a distorted geometry, computed with the ωB97M-V functional and the def2-TZVPD basis.

Values from the calculation:
multiplicity = 3
E_HOMO (alpha / beta) = -6.72 / -6.71 eV
largest force on an atom = 1.63 eV Å⁻¹
net charge = 0
DFT total energy = -7778.76389 hartree
⟨S²⟩ = 2.010

Atoms and positions in Å:
H  4.90  -3.65  3.58
C  4.93  -1.50  -1.00
C  1.36  -2.89  1.67
C  -2.82  2.34  -0.55
C  -1.98  -1.37  -0.55
C  -2.14  1.08  -0.34
H  -5.28  2.43  0.63
H  0.41  -4.61  0.89
H  -1.64  6.52  -1.26
H  0.20  4.34  1.16
C  -1.65  -3.60  -0.53
H  -1.37  3.83  -5.09
I  3.56  -3.01  -1.16
H  -3.71  2.16  -7.00
C  -5.03  -2.81  -0.80
C  3.12  -2.62  3.03
C  3.85  -3.13  5.39
H  -3.44  -5.37  0.69
H  6.51  2.83  3.44
H  -1.71  5.22  0.84
H  -3.76  0.39  -6.88
C  -1.76  -5.08  -0.66
H  1.92  -1.21  -3.86
H  5.32  -1.29  -0.02
C  -3.61  1.32  -6.32
N  1.54  -1.54  1.74
H  3.98  -0.12  3.60
C  -3.80  -2.83  -1.72
H  -0.50  5.17  -1.39
H  4.30  3.50  4.40
C  -0.84  2.63  0.49
C  2.44  4.83  2.59
H  5.70  1.77  2.28
I  2.55  0.97  -1.15
C  0.20  3.26  1.14
H  3.25  -2.31  5.79
H  -4.47  1.55  -1.63
C  2.60  -1.35  2.59
H  1.43  -5.20  4.56
H  -5.09  -1.88  -0.24
H  -0.73  2.85  -3.77
C  1.48  5.47  3.59
H  -3.23  5.04  0.00
H  -4.97  -3.62  -0.07
C  0.86  -1.41  -3.98
Se  -0.14  -0.02  -3.06
H  -0.57  0.18  -7.37
H  1.43  -6.71  3.65
C  -1.58  2.98  -4.45
H  -0.45  1.94  -7.50
H  -1.87  -5.47  1.48
Ti  0.61  -0.06  0.57
C  2.42  -5.07  2.63
C  3.11  2.39  3.03
H  -2.62  -0.07  -3.48
H  0.62  -2.39  -3.56
H  -3.59  -0.20  -1.20
C  -4.15  2.51  -1.22
C  0.40  -3.52  0.89
C  -2.62  -0.16  -0.72
Ge  -1.84  1.33  -5.46
C  -2.17  4.79  -0.06
H  -3.76  -3.77  -2.26
N  1.42  1.29  1.91
C  -2.52  -2.64  -0.97
H  -4.39  1.40  -5.56
C  5.60  2.68  2.87
C  4.28  -2.83  3.95
H  -2.06  5.09  -2.21
H  -2.34  -5.33  -1.55
C  1.34  -5.63  3.56
H  -3.90  -2.04  -2.47
C  2.30  3.34  2.51
H  5.44  -1.20  -1.89
C  3.10  -0.12  2.98
H  -5.11  4.06  -0.01
C  -1.76  -0.15  -4.16
C  2.56  1.11  2.66
N  -0.78  -1.55  0.09
C  -1.56  5.43  -1.30
H  2.34  -5.54  1.65
H  1.68  5.10  4.60
H  4.92  -1.94  3.95
H  -6.23  2.94  -0.77
H  0.60  -1.38  -5.04
H  4.53  1.77  4.51
N  -0.94  1.28  0.27
H  2.28  5.25  1.59
H  3.47  5.07  2.86
H  -5.95  -2.94  -1.37
C  -0.59  -2.90  0.16
C  2.33  -3.58  2.47
H  4.71  -3.27  6.04
H  5.49  3.52  2.18
C  -2.00  3.31  -0.05
C  -0.43  1.10  -6.80
C  4.38  2.59  3.80
H  3.25  -4.04  5.43
H  3.41  -5.32  3.01
C  1.25  2.64  1.81
C  -5.26  3.02  -0.29
H  1.60  6.55  3.60
H  0.35  -5.39  3.19
H  -2.47  3.20  -3.85
H  -0.77  -5.51  -0.80
H  -1.79  -1.14  -4.62
C  -2.42  -5.72  0.57
H  -2.44  -6.81  0.48
H  0.55  1.08  -6.32
H  -4.04  3.19  -2.07
H  0.45  5.24  3.36



No. 3
9 unconnected molecules or ions with the total composition C42H63F3O12S6 at a distorted geometry, computed with the ωB97M-V functional and the def2-TZVPD basis.

Values from the calculation:
SMILES = O=S1(=O)CCCC1.O=S1(=O)CCCC1.O=S1(=O)CCCC1.O=S1(=O)CCCC1.O=S1(=O)CCCC1.O=S1(=O)CCCC1.Fc1ccccc1.Fc1ccccc1.Fc1ccccc1
E_HOMO = -9.03 eV
largest force on an atom = 8.11 eV Å⁻¹
net charge = 0
DFT total energy = -5229.23493 hartree
ΔE to the lowest compared entry with this formula, charge and spin = 0.00 kcal/mol

Atoms and positions in Å:
H  -7.18  -0.03  -0.29
C  1.75  -6.93  0.54
H  0.64  6.06  -0.17
H  -1.26  5.14  6.47
C  -2.31  3.37  7.16
H  2.69  2.70  6.66
H  -1.61  -0.09  -4.15
C  -5.59  0.93  -1.37
C  -0.48  -1.18  1.13
O  -2.19  1.43  4.41
C  4.20  -2.58  -0.50
H  -0.67  -1.44  -6.73
H  1.93  -7.76  -0.04
H  5.03  -3.28  -0.39
C  -0.28  -1.67  -0.04
H  -2.31  4.68  4.16
C  0.59  -5.26  -3.47
H  4.25  0.81  0.28
H  -5.82  3.85  0.97
S  0.58  0.52  -4.68
H  -0.93  -2.09  -2.01
H  -3.66  -0.04  0.87
H  -5.60  0.19  -2.14
C  3.62  -0.06  0.02
C  0.38  -5.09  0.93
H  1.53  0.89  3.06
H  0.29  1.97  -1.35
H  4.44  -1.83  -2.68
H  -0.21  2.29  0.97
H  0.62  1.47  5.45
C  0.68  0.90  -6.34
C  -2.09  4.52  6.21
H  4.03  1.38  3.57
C  2.26  2.94  5.65
C  -3.48  2.52  6.65
H  1.03  -3.54  2.22
C  -1.60  -0.43  1.45
C  -2.54  -0.97  -0.80
C  0.53  -6.37  0.40
H  -0.54  -4.85  -3.47
O  4.86  2.75  5.25
C  1.23  -4.54  1.73
H  -0.71  0.53  -7.96
S  3.69  3.29  4.63
C  1.58  -3.63  -5.06
C  -0.77  0.69  -6.85
H  0.66  -5.72  -2.44
H  1.93  -6.54  -4.44
O  3.47  4.68  4.41
C  -4.66  1.99  -1.35
C  0.45  4.04  -1.30
S  4.11  -1.56  0.94
F  3.99  -6.93  1.43
C  -0.87  -0.49  -4.72
O  -4.18  2.88  4.16
H  3.27  2.68  2.12
C  -4.86  3.10  -0.49
S  -3.01  2.60  4.89
H  -0.65  -4.47  0.76
S  1.10  -5.03  -5.95
H  -1.55  1.34  -6.68
C  -0.42  2.86  -0.98
O  -2.42  4.90  0.76
O  5.44  -1.28  1.25
C  0.95  -6.10  -4.52
H  -0.68  5.82  -1.25
H  0.86  2.04  -6.21
O  -0.24  -4.84  -6.53
H  1.62  3.95  5.79
H  1.44  0.33  -6.84
C  3.31  2.23  3.28
H  -1.28  2.88  7.36
H  -0.96  -1.43  -4.08
F  1.00  -2.17  -0.44
H  0.50  4.32  -2.37
H  1.09  -2.70  -5.33
C  -6.58  0.87  -0.39
H  -4.04  3.78  -0.42
H  -3.79  2.07  -1.95
O  1.69  -0.37  -4.37
H  1.20  2.45  3.05
S  -1.03  4.54  0.83
H  1.03  -3.17  -3.00
C  1.86  1.79  3.55
H  1.42  3.68  -1.21
C  1.57  -3.98  -3.52
C  -2.70  -0.39  0.49
H  2.31  0.84  5.40
C  -1.00  2.82  0.32
O  0.33  1.66  -3.82
C  -0.03  5.15  -0.59
O  -0.27  4.60  1.97
H  -4.49  2.90  6.59
H  2.58  -3.91  -3.20
H  -3.26  1.49  6.93
C  2.76  -6.39  1.34
H  2.97  -1.58  -2.03
H  -1.91  2.15  0.49
H  2.64  -3.41  -5.22
H  -1.11  2.60  -1.83
C  -6.71  1.95  0.53
C  -1.89  4.00  4.90
C  1.68  1.71  5.13
O  3.05  -1.80  1.96
C  4.16  -0.24  -1.31
O  2.19  -5.47  -6.85
F  -7.73  1.86  1.42
C  -1.27  -1.64  -1.07
H  -0.35  -6.65  -0.47
H  3.77  0.57  -1.92
H  -2.26  -0.75  -6.09
H  -2.90  5.29  6.25
C  -1.20  -0.58  -6.11
C  2.53  -5.14  1.95
H  0.30  -6.87  -4.89
H  -1.70  -0.15  2.45
H  2.45  -0.11  0.07
H  -0.93  3.83  4.81
C  -5.80  3.04  0.48
H  3.46  -3.43  -0.45
H  0.37  -1.41  1.87
C  3.90  -1.69  -1.70
H  -3.52  -1.15  -1.37
H  -2.45  3.86  8.08
H  3.34  -4.67  2.61
H  5.39  -0.09  -1.23



No. 4
A molecular structure, C42H63LaN9O12P2S2 at a distorted geometry, computed with the ωB97M-V functional and the def2-TZVPD basis.

Values from the calculation:
E_HOMO = -14.13 eV
largest force on an atom = 1.46 eV Å⁻¹
net charge = +3
DFT total energy = -4544.29211 hartree

Atoms and positions in Å:
H  -0.66  -0.39  3.18
H  3.59  -3.27  -5.03
C  1.26  1.68  5.02
H  3.15  4.69  -2.20
H  4.22  5.07  -3.55
H  -6.03  0.95  -1.15
O  1.21  2.42  -4.46
N  3.61  -2.08  3.65
H  -2.71  -0.42  -2.08
C  4.28  2.55  -4.65
C  -5.82  -3.39  2.74
C  2.39  4.79  3.22
H  -2.00  3.62  1.84
C  0.79  4.01  -0.51
N  2.05  -1.68  2.17
C  3.42  4.42  -3.22
C  -7.27  -4.03  5.03
H  -1.66  3.11  -1.94
C  1.40  5.25  -0.32
O  0.54  1.39  -2.22
H  -5.86  -2.29  8.24
O  -1.74  -0.37  -2.16
H  5.28  -0.02  -0.88
La  -0.11  0.56  -0.07
H  -6.38  -3.91  7.69
S  3.52  5.63  5.16
H  1.19  -0.63  -4.36
C  -0.03  0.45  3.44
H  2.46  6.46  1.11
O  -1.92  2.37  -1.38
C  4.89  -0.85  -1.47
C  2.93  -0.62  2.10
C  -1.07  1.66  -4.99
C  1.95  5.53  0.90
H  -7.12  -4.75  1.72
H  0.09  1.57  -7.50
H  -1.80  1.67  -5.79
C  -5.49  -2.80  3.95
C  -6.20  -3.14  5.12
O  3.46  -0.59  -1.47
N  0.94  -1.77  1.35
C  0.68  -3.76  -3.23
C  -4.44  -0.59  2.04
H  4.70  -0.39  3.25
C  1.84  -3.82  3.47
H  3.45  2.69  -5.34
H  0.86  -3.63  3.90
H  1.97  -2.62  -5.36
C  -6.41  -0.02  0.73
N  3.86  -0.91  3.03
C  1.13  3.38  1.67
H  1.20  -2.14  0.43
O  -2.05  2.82  1.30
C  -3.87  -1.10  3.22
C  -6.87  -4.28  2.66
H  -1.56  0.37  -2.75
H  0.47  -3.96  -2.18
H  -6.48  -0.89  2.66
H  5.03  -1.59  -3.49
H  -2.55  2.17  1.80
H  2.66  -4.59  -3.12
H  2.29  -4.36  -5.50
C  2.04  -0.21  -3.83
C  2.53  -3.46  -4.93
C  0.92  2.42  2.74
H  1.69  1.83  6.00
H  6.55  -1.01  -2.81
H  2.56  4.55  -3.87
H  -2.87  -0.74  3.47
C  -5.85  -0.55  1.86
O  -1.18  -2.21  -0.16
H  5.33  0.16  -3.32
O  2.78  -2.65  -2.65
C  -4.22  0.55  -0.10
N  2.82  4.20  5.38
N  3.10  5.84  3.63
C  -7.60  -4.58  3.80
H  -8.43  -5.26  3.74
H  -1.20  -2.25  -1.13
H  0.28  -0.18  5.47
N  0.19  1.32  2.46
H  1.73  1.96  -7.00
H  -7.48  0.00  0.61
H  0.41  3.74  -1.49
C  5.48  -0.82  -2.87
H  2.92  -0.22  -4.47
H  -2.17  2.76  -0.52
H  1.43  5.97  -1.13
H  -0.89  0.63  -4.69
P  2.28  -1.19  -2.30
N  -4.39  -1.94  4.09
C  -6.41  -2.84  7.48
C  3.89  2.97  -3.25
S  2.84  0.66  1.05
P  1.61  1.47  -3.25
H  0.04  3.31  -5.80
C  5.17  -2.17  -0.76
C  2.23  3.82  4.25
H  0.20  -2.82  -3.51
H  0.27  -4.58  -3.82
N  0.65  3.09  0.44
H  4.67  -2.18  0.20
O  -5.76  -2.54  6.25
H  -3.60  1.03  -0.84
C  0.22  2.28  -5.49
C  2.52  -2.55  3.13
C  0.79  1.52  -6.68
H  -7.45  -2.49  7.46
O  2.87  2.14  -2.63
H  -3.97  -2.01  5.01
H  -7.84  -4.29  5.90
H  2.45  -4.36  4.19
O  1.06  -1.17  -1.45
H  -5.23  -3.16  1.86
H  -1.46  2.22  -4.15
C  -3.58  -0.02  1.03
H  5.11  3.16  -4.99
C  0.48  0.58  4.73
H  4.59  1.51  -4.69
C  1.83  4.58  1.92
H  6.24  -2.28  -0.60
H  0.97  0.47  -6.43
O  -2.29  -0.05  1.14
C  -5.58  0.52  -0.26
H  1.72  -4.45  2.59
H  -2.10  -2.10  0.13
H  4.82  -3.01  -1.36
H  0.25  -2.40  1.77
C  1.47  2.63  4.02
H  4.74  2.85  -2.57
C  2.17  -3.67  -3.47